Record 1
{
  "formula": "C25H18F6NO9S2Ti",
  "method": "ωB97M-V/def2-TZVPD",
  "species": ["Ti", "O", "C", "O", "C", "C", "C", "C", "C", "O", "C", "C", "O", "O", "H", "H", "H", "H", "H", "H", "H", "H", "F", "C", "F", "F", "S", "O", "O", "N", "S", "O", "O", "C", "F", "F", "F", "C", "C", "C", "C", "C", "C", "C", "C", "C", "C", "C", "C", "C", "C", "C", "H", "H", "H", "H", "H", "H", "H", "H", "H", "H"],
  "coordinates": [[1.1986, 1.3151, 2.3918], [0.1131, 4.1255, 3.6236], [0.1157, 3.7147, 2.4692], [-0.2682, 2.5221, 2.0655], [0.6028, 4.6266, 1.3094], [0.0664, 4.1820, -0.0569], [0.0916, 5.3541, -1.0816], [1.6369, 5.5964, -1.2407], [2.1838, 4.3142, -0.4895], [1.0981, 3.3938, -0.6582], [2.1949, 4.5886, 1.0282], [3.1056, 3.6551, 1.8056], [4.2514, 3.9989, 1.9566], [2.6159, 2.5466, 2.2660], [0.2722, 5.6491, 1.5202], [-0.8072, 3.5930, -0.0148], [-0.3166, 4.9112, -1.9845], [-0.4433, 6.3072, -0.8997], [1.8233, 5.5564, -2.3077], [1.9025, 6.5057, -0.7460], [3.0857, 3.9297, -0.9384], [2.6258, 5.5751, 1.2213], [-7.2196, 0.8165, 0.7898], [-6.5019, 1.0189, -0.3041], [-7.1689, 0.5928, -1.3768], [-6.3678, 2.3654, -0.4550], [-4.7213, 0.3984, -0.2500], [-4.2036, 1.3245, 0.6886], [-4.3547, 0.4628, -1.6591], [-4.6790, -0.9637, 0.4898], [-4.8040, -2.3809, -0.2943], [1.3831, 0.7285, 3.9083], [-6.1040, -3.0062, 0.0126], [-3.7579, -3.2904, 1.0163], [-2.4314, -2.9583, 1.1566], [-3.7719, -4.6281, 0.7638], [-4.3921, -3.1242, 2.2028], [1.2323, -0.2604, 1.1210], [1.4547, -1.3488, 0.6654], [1.6565, -2.4254, -0.1925], [0.7418, -2.6378, -1.2443], [1.0392, -3.4446, -2.3529], [0.2013, -3.5048, -3.4755], [-0.9737, -2.7212, -3.5442], [-1.2650, -1.8975, -2.4791], [-0.4365, -1.8571, -1.3253], [2.6475, -3.4365, 0.2180], [3.7782, -3.7908, -0.5746], [4.6371, -4.7705, -0.0526], [4.3690, -5.3477, 1.2159], [3.2977, -4.9646, 2.0042], [2.5026, -3.9749, 1.4785], [1.8705, -4.1406, -2.3919], [0.4846, -4.1002, -4.3265], [-1.6579, -2.7729, -4.3398], [-2.2165, -1.3141, -2.5002], [-0.7535, -1.2802, -0.4270], [3.9702, -3.2746, -1.4981], [5.5050, -5.1045, -0.5549], [5.0955, -6.0552, 1.5486], [3.0419, -5.3168, 2.9858], [1.7238, -3.5750, 2.1134]],
  "atomic_forces_ev_per_a": [[0.14, -0.14, 2.24], [-0.06, -0.34, -1.04], [0.04, 1.00, 0.26], [0.14, 0.32, 0.51], [0.63, -0.53, -0.04], [0.92, 1.27, -0.69], [0.05, 0.19, 0.28], [-1.37, -1.72, 0.42], [-0.98, 0.78, -0.44], [0.69, -0.32, 0.57], [-1.04, 0.84, 0.03], [-0.71, -0.17, 0.01], [0.98, 0.13, 0.03], [0.42, 0.23, -0.41], [0.23, -0.16, 0.14], [-1.07, -0.46, 0.00], [-0.02, 0.17, -0.27], [0.07, -0.66, 0.37], [0.65, 0.32, -0.02], [0.55, 0.65, -0.03], [0.29, -0.30, 0.15], [-0.13, -0.08, -0.08], [-0.13, -0.30, 0.09], [1.14, 0.75, -0.50], [-0.38, -0.40, 0.04], [-0.37, -0.24, 0.04], [-0.57, 0.14, -0.58], [0.85, 1.34, 0.30], [-0.12, -0.39, 0.98], [-0.22, -0.99, -0.35], [0.23, -0.21, 0.40], [-0.50, 0.19, -1.06], [-0.05, -0.02, -0.37], [0.44, -0.29, 0.86], [-1.64, 0.01, -0.25], [-0.04, 0.63, -0.15], [0.83, -0.08, -0.61], [-0.22, 1.36, 0.93], [0.40, -2.07, -1.73], [0.33, -0.27, 1.37], [-0.76, 0.82, -1.53], [-0.73, -0.99, -1.29], [-0.38, 0.91, 0.61], [1.66, -0.44, 1.10], [-0.48, 0.58, 1.59], [-1.05, 0.09, -0.34], [1.27, 0.24, -1.07], [-0.53, -0.76, 1.50], [-1.68, 0.51, 1.24], [0.51, 0.16, -0.84], [0.48, 0.45, -0.99], [-0.89, 0.23, 0.67], [0.22, 0.34, 0.36], [0.06, -0.34, -0.07], [-0.56, -0.13, -1.12], [0.94, -0.40, 0.19], [0.35, -0.33, -1.01], [0.02, -0.03, -0.26], [0.76, -0.13, -0.62], [0.25, -0.57, 0.37], [0.39, -0.39, 0.23], [-0.28, 0.01, -0.14]],
  "mulliken_spin": [-0.006, 0.000, 0.002, 0.007, 0.000, 0.000, 0.000, 0.000, 0.001, 0.002, 0.000, -0.001, 0.001, 0.003, 0.000, 0.000, 0.000, 0.000, 0.000, 0.000, 0.000, 0.000, 0.000, 0.000, 0.000, 0.000, 0.000, 0.000, 0.000, 0.000, -0.001, 0.010, 0.000, 0.002, 0.000, 0.000, 0.000, 0.363, -0.106, 0.277, -0.024, 0.136, -0.093, 0.148, -0.099, 0.144, 0.091, 0.053, -0.014, 0.030, -0.012, 0.040, 0.012, -0.004, 0.014, -0.002, 0.018, 0.003, -0.001, 0.003, 0.000, 0.003],
  "s_squared": 0.7873,
  "e_tot_ev": -107227.3971,
  "e_homo_ev": [-2.66, -4.28],
  "orbital_gap_ev": [6.787, 7.669],
  "spin_multiplicity": 2,
  "de_lowest_kcal_mol": 0.0,
  "total_charge": -2
}

---

Record 2
{
  "formula": "C25H18FeN5O4",
  "method": "ωB97M-V/def2-TZVPD",
  "species": ["Fe", "O", "C", "N", "C", "O", "C", "C", "C", "C", "C", "N", "C", "C", "C", "C", "C", "N", "H", "H", "H", "H", "H", "H", "H", "H", "O", "C", "O", "C", "C", "C", "C", "C", "C", "N", "C", "C", "C", "C", "C", "C", "N", "H", "H", "H", "H", "H", "H", "H", "H", "H", "H"],
  "coordinates": [[-0.3095, 0.2931, -0.1720], [-2.1882, 2.6046, 2.6022], [-1.6754, 2.1676, 1.6013], [-1.7799, 0.9164, 1.0465], [-2.7580, 0.0338, 1.4229], [-3.5974, 0.1480, 2.2835], [-2.7414, -1.1998, 0.5355], [-3.6778, -2.2035, 0.7245], [-3.6424, -3.3091, -0.1038], [-2.6698, -3.3784, -1.0949], [-1.7728, -2.3365, -1.2154], [-1.8042, -1.2620, -0.4193], [-0.7527, 3.0506, 0.7827], [-0.6404, 4.3904, 1.1069], [0.2064, 5.1903, 0.3596], [0.9281, 4.6156, -0.6744], [0.7710, 3.2648, -0.9205], [-0.0635, 2.4909, -0.2215], [-4.4075, -2.0829, 1.5129], [-4.3656, -4.1052, 0.0132], [-2.6085, -4.2204, -1.7697], [-1.0026, -2.3538, -1.9776], [-1.2197, 4.7651, 1.9386], [0.3081, 6.2439, 0.5829], [1.6038, 5.1975, -1.2846], [1.3386, 2.7852, -1.7086], [-2.4578, -4.0049, 5.9532], [-1.7271, -2.8719, 5.9634], [-1.6044, -2.2304, 6.9632], [-1.0721, -2.4704, 4.6705], [-0.7122, -3.3771, 3.6837], [-0.0804, -2.9381, 2.5268], [0.1712, -1.5854, 2.3635], [-0.1894, -0.6661, 3.3432], [-0.7932, -1.1145, 4.4995], [0.7419, -1.1044, 1.1507], [1.8038, -1.6159, 0.6689], [2.2881, -1.1537, -0.6665], [3.4894, -1.5861, -1.1928], [3.8705, -1.1245, -2.4487], [3.0263, -0.2642, -3.1307], [1.8323, 0.1167, -2.5351], [1.4702, -0.3038, -1.3272], [-2.5798, -4.3339, 5.0557], [-0.8886, -4.4391, 3.8084], [0.1860, -3.6397, 1.7461], [0.0022, 0.3886, 3.2016], [-1.0700, -0.4211, 5.2815], [2.3742, -2.3840, 1.1923], [4.1124, -2.2682, -0.6305], [4.8078, -1.4397, -2.8864], [3.2770, 0.1086, -4.1135], [1.1401, 0.7703, -3.0527]],
  "atomic_forces_ev_per_a": [[-0.05, 0.08, -0.11], [-0.02, 0.02, -0.01], [-0.08, -0.17, 0.02], [-0.04, 0.20, 0.06], [-0.14, 0.13, -0.03], [0.07, -0.11, -0.03], [0.01, -0.10, 0.02], [0.04, 0.11, 0.04], [0.04, -0.06, -0.10], [-0.09, -0.05, 0.05], [0.03, 0.10, 0.02], [0.03, -0.22, -0.03], [0.03, 0.14, 0.07], [-0.01, 0.03, 0.00], [-0.02, 0.01, 0.03], [0.01, -0.03, -0.05], [0.04, 0.00, -0.09], [0.17, -0.16, 0.15], [0.00, 0.01, 0.00], [0.01, -0.01, -0.01], [-0.01, -0.01, 0.01], [0.01, 0.02, 0.00], [0.00, 0.00, -0.01], [0.00, 0.00, 0.00], [0.01, 0.00, 0.01], [-0.02, -0.01, 0.01], [-0.01, -0.01, 0.01], [0.03, -0.01, 0.02], [-0.01, -0.01, -0.02], [0.00, 0.14, 0.00], [0.04, -0.03, -0.06], [-0.06, -0.10, 0.06], [0.11, 0.09, -0.06], [-0.04, 0.00, 0.00], [-0.02, -0.06, 0.04], [0.46, -0.03, -0.27], [-0.20, 0.25, -0.18], [-0.34, 0.09, 0.27], [-0.04, 0.04, -0.03], [-0.10, 0.06, 0.00], [0.12, -0.07, -0.01], [0.03, -0.04, 0.01], [0.06, -0.24, 0.21], [0.00, 0.00, -0.01], [0.00, 0.01, 0.00], [-0.01, -0.01, -0.01], [0.00, 0.00, -0.02], [0.00, -0.01, 0.01], [-0.03, 0.01, -0.02], [0.01, 0.00, 0.00], [0.00, 0.00, 0.00], [0.01, -0.01, 0.00], [0.01, 0.01, 0.03]],
  "mulliken_spin": [3.787, 0.013, 0.033, 0.070, -0.010, 0.014, 0.006, 0.003, 0.000, 0.002, 0.005, 0.010, -0.018, 0.001, 0.004, -0.004, -0.001, 0.032, 0.000, 0.000, 0.000, -0.001, 0.000, 0.000, 0.000, -0.004, 0.000, 0.000, 0.000, 0.000, 0.000, -0.007, 0.010, -0.013, 0.000, 0.035, 0.004, 0.006, 0.000, 0.005, -0.005, 0.012, 0.010, 0.000, 0.000, 0.000, 0.000, 0.000, 0.001, 0.000, 0.000, 0.000, -0.001],
  "s_squared": 6.0108,
  "e_tot_ev": -76242.0094,
  "e_homo_ev": [-11.80, -11.88],
  "orbital_gap_ev": [7.555, 7.508],
  "spin_multiplicity": 5,
  "de_lowest_kcal_mol": 0.0,
  "total_charge": 1
}

---

Record 3
{
  "formula": "C25H18N2S4V",
  "method": "ωB97M-V/def2-TZVPD",
  "species": ["V", "S", "C", "N", "C", "C", "C", "C", "C", "C", "S", "H", "H", "H", "H", "S", "C", "C", "C", "C", "C", "C", "S", "H", "H", "H", "H", "N", "C", "C", "C", "C", "C", "C", "C", "C", "C", "C", "C", "C", "H", "H", "H", "H", "H", "H", "H", "H", "H", "H"],
  "coordinates": [[-0.2540, -0.0962, 0.1271], [1.7088, -0.3157, 1.4309], [2.5350, -0.2363, -0.0874], [1.8122, -0.0488, -1.1530], [2.5807, -0.0710, -2.3129], [2.1016, 0.0597, -3.6133], [3.0107, 0.0202, -4.6541], [4.3778, -0.1523, -4.4129], [4.8578, -0.2970, -3.1238], [3.9443, -0.2586, -2.0760], [4.2295, -0.4407, -0.3693], [1.0387, 0.1694, -3.7975], [2.6593, 0.1166, -5.6731], [5.0700, -0.1815, -5.2439], [5.9144, -0.4400, -2.9395], [-1.2540, 1.5820, 1.3252], [-1.8531, 0.8477, 2.7929], [-2.2307, 1.5927, 3.9142], [-2.7209, 0.9502, 5.0322], [-2.8475, -0.4416, 5.0473], [-2.4840, -1.1819, 3.9415], [-1.9816, -0.5389, 2.8055], [-1.5618, -1.4263, 1.3540], [-2.1311, 2.6706, 3.8971], [-3.0075, 1.5277, 5.9017], [-3.2317, -0.9408, 5.9275], [-2.5817, -2.2606, 3.9426], [-0.6720, 1.3939, -1.3865], [-1.6455, 1.2918, -2.4645], [-2.1521, 2.4958, -2.9363], [-3.0744, 2.5282, -3.9638], [-3.4831, 1.3287, -4.5255], [-2.9719, 0.1351, -4.0496], [-2.0462, 0.0665, -3.0003], [-1.4977, -1.2511, -2.5421], [-1.7169, -2.3954, -3.3192], [-1.1455, -3.6144, -2.9991], [-0.3165, -3.7174, -1.8898], [-0.1268, -2.5998, -1.0945], [-0.7250, -1.3656, -1.3846], [0.2728, 1.3884, -1.7699], [-0.7982, 2.3026, -0.9511], [-1.8145, 3.4200, -2.4802], [-3.4661, 3.4729, -4.3166], [-4.2041, 1.3178, -5.3325], [-3.3276, -0.7766, -4.5045], [-2.3323, -2.3522, -4.2058], [-1.3405, -4.4771, -3.6234], [0.1638, -4.6565, -1.6442], [0.5087, -2.6949, -0.2166]],
  "atomic_forces_ev_per_a": [[0.21, 0.51, -0.31], [0.20, -0.05, 0.02], [-0.19, -0.05, 0.23], [-0.09, 0.19, 0.12], [-0.27, -0.06, 0.17], [0.02, 0.02, -0.08], [0.02, 0.00, 0.00], [-0.05, 0.00, 0.02], [-0.03, 0.01, 0.00], [0.14, -0.03, -0.11], [0.14, -0.02, 0.06], [0.02, -0.01, 0.01], [0.00, 0.00, 0.01], [-0.02, 0.00, 0.00], [-0.01, 0.00, 0.01], [-0.07, 0.02, 0.15], [0.04, 0.07, -0.06], [0.03, 0.04, -0.05], [-0.01, -0.07, 0.01], [0.01, 0.06, -0.01], [0.01, -0.03, -0.03], [0.04, -0.11, -0.04], [-0.12, -0.08, 0.10], [0.00, -0.01, -0.01], [0.00, 0.00, -0.01], [0.00, 0.00, -0.01], [0.01, 0.02, -0.01], [0.19, -0.14, -0.22], [0.09, 0.07, 0.27], [-0.09, 0.02, -0.01], [-0.02, 0.01, -0.01], [0.04, -0.01, 0.03], [-0.10, -0.01, 0.02], [0.02, -0.17, 0.01], [-0.01, 0.28, -0.12], [0.10, -0.09, -0.05], [-0.01, 0.05, 0.04], [0.00, 0.06, -0.06], [0.00, 0.02, -0.16], [-0.19, -0.54, 0.16], [-0.04, 0.00, -0.14], [0.00, 0.04, 0.02], [-0.01, 0.00, -0.02], [0.01, -0.01, 0.00], [0.00, 0.00, 0.01], [-0.02, -0.01, 0.03], [0.05, 0.02, -0.04], [0.02, 0.01, 0.00], [-0.02, 0.01, 0.01], [-0.04, -0.02, 0.04]],
  "mulliken_spin": [1.401, -0.052, -0.003, -0.012, 0.004, 0.004, 0.001, 0.000, -0.001, -0.001, 0.001, 0.001, 0.000, 0.000, 0.000, -0.114, -0.012, 0.009, -0.011, 0.003, -0.003, 0.013, -0.150, 0.001, -0.001, 0.000, 0.001, -0.032, 0.011, -0.003, 0.004, -0.003, 0.002, 0.001, 0.039, -0.013, 0.019, -0.015, 0.008, -0.125, 0.013, 0.003, 0.000, 0.000, 0.000, 0.000, 0.000, 0.001, -0.002, 0.010],
  "s_squared": 0.8180,
  "e_tot_ev": -98228.1937,
  "e_homo_ev": [-7.91, -7.99],
  "orbital_gap_ev": [7.052, 7.917],
  "spin_multiplicity": 2,
  "de_lowest_kcal_mol": 12.2,
  "total_charge": 0
}

---

Record 4
{
  "formula": "C25H19BeBrF6N4O5S2",
  "method": "ωB97M-V/def2-TZVPD",
  "species": ["Be", "F", "C", "F", "F", "S", "O", "O", "N", "S", "O", "O", "C", "F", "F", "F", "Br", "C", "C", "C", "C", "C", "C", "C", "C", "C", "C", "H", "H", "H", "H", "H", "H", "C", "C", "C", "C", "C", "N", "C", "O", "N", "C", "C", "C", "C", "N", "C", "C", "C", "H", "H", "H", "H", "H", "H", "H", "H", "H", "H", "H", "H", "H"],
  "coordinates": [[2.0204, 0.7199, 0.7663], [2.5914, 0.9196, -4.0305], [2.1014, 1.7746, -3.1446], [0.8716, 1.3949, -2.8014], [2.0608, 2.9839, -3.6653], [3.1794, 1.8261, -1.6218], [2.2090, 1.8237, -0.5106], [3.9942, 2.9811, -1.7520], [3.9276, 0.4413, -1.7400], [4.3097, -0.3794, -0.4552], [3.5625, 0.0749, 0.7348], [4.3554, -1.7747, -0.7126], [6.0184, 0.1681, -0.0420], [5.9779, 1.4504, 0.3015], [6.4705, -0.5601, 0.9660], [6.7952, 0.0086, -1.0986], [2.8806, -0.5845, 3.5389], [1.3876, 0.3813, 4.2105], [1.0747, 0.1397, 5.5160], [-0.0283, 0.7829, 6.1066], [-0.7738, 1.6436, 5.3604], [-0.4531, 1.9073, 4.0051], [-1.2518, 2.8207, 3.2766], [-0.9424, 3.1090, 1.9858], [0.1585, 2.4774, 1.3691], [0.9754, 1.5441, 1.9840], [0.6593, 1.2737, 3.3661], [1.6798, -0.5472, 6.0925], [-0.2693, 0.5885, 7.1441], [-1.6301, 2.1511, 5.7913], [-2.0976, 3.2853, 3.7725], [-1.5398, 3.8182, 1.4231], [0.3563, 2.7543, 0.3412], [-4.9638, 1.1769, -0.8319], [-4.1879, 0.0739, -1.5044], [-2.9256, 0.2939, -2.0395], [-2.2116, -0.7185, -2.6672], [-2.7459, -1.9973, -2.7508], [-2.0717, -3.0861, -3.3563], [-0.7433, -3.2681, -3.6516], [-0.3767, -4.0116, -4.5378], [0.1730, -2.5554, -2.8883], [0.0849, -2.1792, -1.5420], [-0.8016, -2.7409, -0.6317], [-0.8069, -2.2642, 0.6651], [0.0516, -1.2457, 1.0292], [0.9171, -0.7053, 0.1641], [0.9308, -1.1808, -1.0859], [-4.0152, -2.2295, -2.2283], [-4.7241, -1.2064, -1.6231], [-4.3954, 2.1059, -0.8179], [-5.2069, 0.9128, 0.1991], [-5.9049, 1.3615, -1.3536], [-2.4796, 1.2805, -1.9767], [-1.2421, -0.4978, -3.0946], [-2.6560, -3.7514, -3.8357], [1.0828, -2.5132, -3.3184], [-1.4659, -3.5400, -0.9324], [-1.4794, -2.6817, 1.4019], [0.0454, -0.8370, 2.0282], [1.6456, -0.7590, -1.7795], [-4.4458, -3.2238, -2.2924], [-5.7124, -1.4106, -1.2253]],
  "atomic_forces_ev_per_a": [[-0.88, -0.10, 0.37], [-0.08, 0.04, -0.06], [0.15, -0.10, 0.13], [-0.05, 0.00, -0.12], [-0.11, 0.10, -0.09], [0.03, -0.06, 0.17], [0.15, 0.02, -0.43], [-0.02, 0.00, 0.00], [-0.10, 0.07, 0.21], [-0.14, 0.12, 0.03], [0.24, -0.22, -0.27], [0.03, 0.01, 0.00], [-0.23, 0.06, 0.03], [0.13, -0.06, -0.02], [0.06, 0.03, 0.06], [0.12, -0.01, -0.05], [-0.07, 0.01, 0.04], [0.03, -0.08, -0.12], [-0.02, 0.00, 0.06], [-0.02, 0.02, 0.02], [-0.01, 0.02, -0.01], [0.07, -0.03, -0.01], [-0.02, 0.00, 0.03], [-0.01, 0.05, -0.03], [0.12, -0.09, 0.02], [0.15, -0.07, 0.02], [-0.02, 0.05, 0.04], [-0.03, 0.02, -0.02], [0.00, 0.00, -0.03], [0.04, -0.01, -0.01], [0.04, -0.01, -0.01], [0.03, -0.02, 0.02], [-0.04, -0.02, -0.04], [0.02, -0.08, -0.03], [-0.04, 0.04, 0.03], [0.06, -0.02, -0.02], [-0.02, 0.11, -0.11], [0.02, 0.05, -0.04], [-0.15, -0.03, 0.04], [0.05, 0.02, 0.02], [-0.04, 0.11, 0.05], [0.03, 0.07, 0.07], [0.00, -0.04, 0.00], [0.04, -0.13, 0.08], [-0.05, -0.07, -0.03], [0.06, 0.15, 0.02], [0.27, 0.03, -0.14], [0.07, 0.10, 0.06], [-0.01, -0.06, 0.05], [0.00, 0.00, 0.02], [0.00, -0.01, 0.00], [0.01, 0.01, -0.02], [0.02, 0.02, 0.02], [-0.03, -0.02, 0.01], [-0.07, -0.02, 0.00], [0.01, -0.03, -0.09], [0.08, -0.13, 0.02], [0.02, 0.03, 0.03], [0.01, 0.02, -0.02], [0.04, 0.03, 0.02], [0.04, 0.07, 0.07], [0.02, 0.04, 0.00], [0.03, 0.00, -0.02]],
  "lowdin_charge": [0.108, 0.156, -0.669, 0.140, 0.172, 0.710, -0.273, -0.212, -0.269, 0.676, -0.343, -0.215, -0.683, 0.163, 0.170, 0.169, 0.852, -0.600, -0.147, -0.083, -0.045, -0.168, -0.050, -0.081, -0.109, -0.103, -0.215, 0.092, 0.104, 0.110, 0.109, 0.101, 0.080, -0.049, -0.276, -0.025, -0.024, -0.261, 0.136, -0.525, 0.080, 0.145, -0.220, 0.016, -0.007, -0.075, 0.086, -0.037, -0.025, -0.041, 0.073, 0.082, 0.082, 0.114, 0.108, 0.152, 0.158, 0.127, 0.119, 0.104, 0.102, 0.116, 0.116],
  "e_tot_ev": -150853.6441,
  "e_homo_ev": -7.98,
  "orbital_gap_ev": 7.859,
  "spin_multiplicity": 1,
  "de_lowest_kcal_mol": 6.3,
  "total_charge": 0
}